Formula: C23H23N5O2
Source: the OMol25 dataset
Level of theory: ωB97M-V/def2-TZVPD

Structure (XYZ):
```
53
C23H23N5O2 (ωB97M-V/def2-TZVPD)
C -2.964 3.410 2.103
C -2.218 3.157 0.800
H -2.779 3.590 -0.031
H -2.138 2.083 0.621
C -0.815 3.780 0.813
C 0.057 3.167 1.862
N 0.259 3.807 2.957
C 1.032 3.236 3.928
C 1.239 3.920 5.132
C 2.015 3.356 6.118
C 2.603 2.104 5.934
C 2.411 1.418 4.757
C 1.626 1.975 3.745
C 1.421 1.254 2.498
O 1.937 0.195 2.200
N 0.565 1.920 1.602
N 0.361 1.406 0.341
C 0.059 0.169 0.215
C -0.076 -0.421 -1.076
C 0.254 0.104 -2.307
N 0.047 -0.842 -3.244
N -0.509 -1.964 -2.668
C -0.763 -3.120 -3.410
C -0.149 -3.326 -4.643
C -0.430 -4.466 -5.374
C -1.313 -5.425 -4.898
C -1.907 -5.214 -3.658
C -1.647 -4.078 -2.919
H -2.106 -3.930 -1.957
H -2.591 -5.952 -3.266
C -1.613 -6.666 -5.682
H -1.172 -6.618 -6.674
H -2.688 -6.804 -5.781
H -1.212 -7.539 -5.168
H 0.055 -4.611 -6.328
H 0.569 -2.619 -5.032
C -0.585 -1.769 -1.281
O -1.009 -2.583 -0.489
H -0.004 -0.706 -4.242
C 0.786 1.442 -2.647
H 1.365 1.811 -1.805
H -0.034 2.140 -2.816
H 1.402 1.402 -3.543
H -0.134 -0.500 1.052
H 2.852 0.447 4.587
H 3.210 1.676 6.718
H 2.172 3.886 7.046
H 0.775 4.885 5.259
H -0.892 4.845 1.030
H -0.347 3.629 -0.161
H -2.424 2.984 2.945
H -3.955 2.963 2.066
H -3.071 4.478 2.278
```

SMILES string = CCCc1nc2ccccc2c(=O)n1/N=C/c1c(C)[nH]n(-c2ccc(C)cc2)c1=O
E_tot = -35769.8181 eV
charge = 0

Here are the Mulliken charges for atoms 1 to 8, given in e: C -1.28; C -0.16; H 0.39; H 0.16; C -0.88; C 0.47; N -0.61; C 0.19



Formula: C26H61N3O16S4
Source: the OMol25 dataset
Level of theory: ωB97M-V/def2-TZVPD

Structure (XYZ):
```
110
C26H61N3O16S4 (ωB97M-V/def2-TZVPD)
C -1.381 -1.742 -1.060
C -1.820 -2.823 -0.010
N -1.293 -4.144 -0.192
C -1.614 -5.014 0.951
C -0.577 -4.741 2.103
C -1.784 -4.781 -1.477
C -3.218 -5.143 -1.646
H -1.816 -0.813 -0.692
H -1.645 -1.817 -2.115
H -0.314 -1.565 -0.928
H -1.574 -2.364 0.948
H -2.903 -2.864 0.107
H -2.601 -4.814 1.368
H -1.514 -6.070 0.700
H -0.728 -5.374 2.978
H 0.461 -4.872 1.800
H -0.592 -3.676 2.331
H -1.103 -5.611 -1.663
H -1.651 -4.131 -2.341
H -3.449 -5.916 -2.379
H -3.975 -4.367 -1.759
H -3.493 -5.677 -0.736
C 3.949 5.300 3.208
C 3.767 3.875 2.972
N 2.576 3.251 3.654
C 2.803 3.105 5.076
C 1.700 2.307 5.854
C 2.041 2.077 2.987
C 2.973 0.849 2.990
H 4.263 5.772 2.277
H 4.552 5.509 4.092
H 2.912 5.591 3.377
H 3.849 3.615 1.917
H 4.630 3.383 3.422
H 3.791 2.706 5.307
H 2.718 4.088 5.539
H 0.659 2.522 5.615
H 1.915 1.244 5.749
H 1.937 2.328 6.918
H 1.924 2.330 1.933
H 1.020 2.045 3.368
H 2.528 -0.097 2.681
H 3.507 0.767 3.936
H 3.690 1.244 2.270
C -1.791 0.450 -2.517
C -1.005 -0.104 -3.780
N -1.768 -1.058 -4.522
C -1.833 -2.515 -4.196
C -0.515 -3.283 -3.908
C -3.046 -0.453 -4.955
C -3.763 -1.173 -6.041
H -2.488 -0.298 -2.140
H -2.295 1.413 -2.600
H -1.138 0.680 -1.675
H -0.706 0.702 -4.450
H -0.114 -0.585 -3.375
H -2.569 -2.744 -3.425
H -2.145 -3.065 -5.084
H -0.602 -4.263 -3.438
H 0.109 -3.462 -4.784
H 0.147 -2.753 -3.224
H -2.801 0.507 -5.409
H -3.723 -0.266 -4.122
H -4.281 -0.377 -6.577
H -4.459 -1.870 -5.575
H -3.075 -1.716 -6.689
C -0.387 3.777 3.894
C -0.957 2.379 3.628
O -0.888 2.215 2.210
S -0.760 3.639 1.442
O -2.073 3.961 0.775
O 0.445 3.760 0.586
O -0.653 4.588 2.771
H 0.686 3.670 4.057
H -0.736 4.279 4.796
H -1.912 2.094 4.069
H -0.202 1.749 4.098
C -3.671 0.379 1.492
C -4.034 1.763 1.953
O -3.712 2.588 0.846
S -3.039 1.923 -0.461
O -1.649 2.295 -0.756
O -4.004 1.903 -1.583
O -3.036 0.429 0.251
H -4.504 -0.311 1.358
H -2.950 -0.145 2.120
H -3.523 2.172 2.825
H -5.117 1.845 2.045
C 4.774 -0.608 -1.779
C 4.324 -0.688 -3.233
O 4.914 0.402 -3.857
S 6.495 0.463 -3.411
O 7.124 1.789 -3.763
O 7.243 -0.692 -3.903
O 6.013 0.175 -1.836
H 4.932 -1.655 -1.520
H 4.053 -0.171 -1.087
H 3.247 -0.519 -3.222
H 4.599 -1.625 -3.717
C -0.434 -0.015 0.132
C 0.413 1.293 0.504
O 1.755 0.927 0.239
S 1.977 -0.476 -0.572
O 2.749 -1.267 0.324
O 2.456 -0.096 -1.947
O 0.392 -0.864 -0.651
H -1.275 0.358 -0.452
H -0.763 -0.614 0.982
H 0.309 1.560 1.556
H 0.119 2.118 -0.145
```

E_tot = -108499.2594 eV
charge = 0

Here are the Mulliken charges for atoms 1 to 8, given in e: C 0.76; C -2.23; N 0.39; C -0.51; C -1.30; C 1.15; C -1.54; H 0.82



Formula: C18H22ClFN4O3S
Source: the OMol25 dataset
Level of theory: ωB97M-V/def2-TZVPD

Structure (XYZ):
```
50
C18H22ClFN4O3S (ωB97M-V/def2-TZVPD)
C 1.085 2.946 -3.500
C 0.764 3.174 -2.063
N 0.290 1.885 -1.354
C 1.224 0.847 -1.235
C 2.647 1.000 -1.444
C 3.549 -0.139 -0.946
C 3.030 -1.280 -0.550
C 1.451 -1.598 -0.713
C 0.683 -0.519 -0.985
N -0.760 -0.452 -0.887
H -1.150 -0.407 -1.657
C -1.364 -1.850 -0.426
C -2.844 -1.241 -0.153
O -3.777 -2.214 -0.027
N -2.982 -0.137 0.396
C -3.972 0.609 1.055
C -5.315 0.151 0.983
C -6.356 0.764 1.500
C -6.412 1.943 1.892
C -4.960 2.597 1.979
C -3.911 1.840 1.312
H -2.823 2.271 1.545
Cl -4.815 4.158 2.490
F -7.233 2.693 2.488
H -7.546 0.044 1.347
H -5.558 -1.023 0.683
H -2.039 0.580 0.459
H -1.496 -2.672 -1.008
H -0.769 -1.974 0.626
H 1.072 -2.434 -0.348
S 3.787 -2.925 -0.162
O 3.060 -4.041 -0.474
O 5.095 -2.743 -0.761
N 4.153 -2.553 1.404
C 2.961 -2.735 2.248
H 2.252 -3.750 1.994
H 3.104 -3.062 3.164
H 2.380 -1.796 2.513
C 4.974 -1.590 1.870
H 4.538 -0.710 1.942
H 5.784 -1.385 1.243
H 5.549 -1.759 3.057
H 4.642 -0.140 -0.990
H 3.237 1.933 -1.528
H -0.459 1.580 -1.567
H 1.699 3.576 -1.636
H 0.105 4.005 -1.909
H 1.789 2.318 -3.766
H 0.086 2.488 -4.104
H 1.550 3.727 -3.999
```

E_tot = -57185.6987 eV
charge = 0

Here are the Mulliken charges for atoms 1 to 8, given in e: C -1.22; C -0.60; N -0.15; C 0.66; C -0.98; C -0.39; C 0.02; C -1.06



Formula: C22H49FN2O5P
Source: the OMol25 dataset
Level of theory: ωB97M-V/def2-TZVPD

Structure (XYZ):
```
80
C22H49FN2O5P (ωB97M-V/def2-TZVPD)
N -1.128 0.663 -1.925
P -1.362 2.186 -2.374
N -0.621 3.285 -1.151
C 0.185 4.422 -1.718
C 1.581 3.984 -2.312
F 1.568 3.956 -3.704
H -0.571 0.633 -1.062
H -2.787 2.366 -2.338
H -0.836 2.413 -3.700
H -0.081 2.715 -0.486
H -1.408 3.715 -0.633
H -0.418 5.057 -2.425
H 0.421 5.106 -0.850
H 1.846 2.974 -1.896
H 2.365 4.689 -1.920
C -5.418 2.989 -5.792
C -4.004 3.142 -6.320
C -3.303 3.815 -5.154
O -3.961 3.363 -3.956
C -5.178 2.687 -4.325
H -5.992 2.212 -6.296
H -5.956 3.935 -5.896
H -3.567 2.156 -6.501
H -3.939 3.718 -7.243
H -3.405 4.903 -5.202
H -2.240 3.567 -5.105
H -5.031 1.615 -4.160
H -5.995 3.028 -3.687
C -1.383 -3.181 2.018
C -1.440 -3.609 0.561
C -1.503 -2.273 -0.157
O -0.790 -1.335 0.660
C -0.537 -1.923 1.940
H -0.962 -3.934 2.684
H -2.388 -2.935 2.373
H -0.518 -4.135 0.293
H -2.283 -4.259 0.326
H -2.534 -1.916 -0.252
H -1.052 -2.302 -1.151
H 0.530 -2.160 1.996
H -0.776 -1.205 2.727
C 1.274 -1.480 -3.372
C 1.691 -2.626 -2.471
C 3.174 -2.738 -2.774
O 3.626 -1.419 -3.115
C 2.489 -0.573 -3.310
H 0.356 -0.983 -3.055
H 1.131 -1.844 -4.394
H 1.543 -2.346 -1.423
H 1.147 -3.552 -2.657
H 3.357 -3.389 -3.635
H 3.749 -3.114 -1.926
H 2.428 0.113 -2.455
H 2.622 0.016 -4.221
C 2.230 1.093 3.953
C 1.447 1.551 5.169
C 1.014 2.947 4.758
O 0.866 2.928 3.330
C 1.438 1.717 2.819
H 2.314 0.009 3.866
H 3.239 1.514 3.980
H 0.570 0.912 5.307
H 2.026 1.541 6.093
H 1.777 3.690 5.008
H 0.072 3.247 5.220
H 0.616 1.064 2.503
H 2.059 1.944 1.948
C 2.766 -4.942 5.104
C 1.983 -4.494 6.322
C 1.546 -3.098 5.918
O 1.398 -3.107 4.491
C 1.973 -4.315 3.972
H 2.853 -6.025 5.011
H 3.774 -4.519 5.134
H 1.107 -5.135 6.457
H 2.561 -4.507 7.246
H 2.308 -2.353 6.173
H 0.603 -2.802 6.382
H 1.154 -4.968 3.652
H 2.592 -4.082 3.103
```

E_tot = -48822.0178 eV
charge = +1

Here are the Mulliken charges for atoms 1 to 8, given in e: N -0.48; P 0.44; N -0.30; C -0.62; C -0.07; F -0.27; H 0.07; H 0.13



Formula: C35H40CrF3N9O4S2
Source: the OMol25 dataset
Level of theory: ωB97M-V/def2-TZVPD

Structure (XYZ):
```
94
C35H40CrF3N9O4S2 (ωB97M-V/def2-TZVPD)
Cr 0.141 -0.372 -0.142
C 2.454 4.759 -0.738
C 3.032 3.962 0.428
N 2.019 3.575 1.381
C 1.734 4.453 2.499
C 0.465 5.280 2.296
C 1.264 2.469 1.223
S 1.557 1.528 -0.204
N 0.394 2.244 2.176
C -0.491 1.262 2.303
O -0.613 0.278 1.512
C -1.356 1.398 3.487
C -1.100 2.395 4.434
C -1.910 2.546 5.540
C -2.999 1.708 5.730
C -3.263 0.716 4.798
C -2.456 0.563 3.689
H 3.235 4.967 -1.464
H 2.035 5.700 -0.392
H 1.668 4.181 -1.214
H 3.776 4.563 0.956
H 3.515 3.057 0.046
H 2.590 5.118 2.638
H 1.621 3.830 3.391
H 0.577 5.963 1.458
H 0.259 5.857 3.194
H -0.377 4.620 2.104
H -0.255 3.047 4.292
H -1.694 3.327 6.257
H -3.649 1.839 6.583
H -4.110 0.059 4.929
H -2.689 -0.193 2.957
F -4.411 -5.453 1.126
C -3.965 -5.235 -0.122
F -3.374 -6.381 -0.516
F -5.074 -5.134 -0.895
C -3.064 -4.053 -0.210
C -2.194 -3.864 -1.301
C -1.318 -2.810 -1.283
N -1.236 -1.925 -0.263
C -2.151 -2.052 0.722
C -3.061 -3.069 0.796
H -2.220 -4.536 -2.144
H -0.637 -2.645 -2.105
H -2.129 -1.261 1.454
H -3.768 -3.114 1.610
O -0.787 0.379 -1.818
N 0.040 -0.208 -2.606
O 0.878 -0.882 -1.916
C 1.250 -4.511 -4.160
C 2.242 -3.690 -3.393
C 2.832 -4.170 -2.235
C 3.758 -3.419 -1.532
C 4.102 -2.149 -1.972
N 5.051 -1.331 -1.341
C 5.687 -1.424 -0.141
O 6.786 -0.938 0.033
N 5.066 -2.115 0.892
C 3.725 -2.146 1.248
C 3.341 -2.932 2.346
C 2.009 -2.915 2.734
C 1.107 -2.146 2.030
N 1.460 -1.403 0.970
C 2.748 -1.406 0.597
C 3.524 -1.667 -3.143
C 2.611 -2.427 -3.842
H 1.033 -5.444 -3.643
H 1.642 -4.742 -5.151
H 0.322 -3.956 -4.294
H 2.580 -5.157 -1.873
H 4.225 -3.838 -0.658
H 5.482 -0.650 -1.954
H 5.710 -2.302 1.653
H 4.077 -3.510 2.882
H 1.672 -3.493 3.579
H 0.069 -2.089 2.320
H 2.994 -0.764 -0.236
H 3.790 -0.684 -3.498
H 2.176 -2.031 -4.748
S -3.134 1.332 0.188
C -3.580 1.938 -1.300
N -2.656 2.405 -2.153
C -2.951 2.752 -3.528
C -4.371 3.306 -3.613
C -5.330 2.307 -2.967
N -4.885 2.041 -1.617
H -1.708 2.095 -1.956
H -2.844 1.872 -4.180
H -2.223 3.501 -3.855
H -4.647 3.470 -4.655
H -4.424 4.254 -3.072
H -5.347 1.378 -3.554
H -6.345 2.711 -2.929
H -5.530 1.633 -0.956
```

multiplicity = 5
E_tot = -116791.4352 eV
charge = 0

Here are the Mulliken charges for atoms 1 to 8, given in e: Cr -0.10; C -0.94; C -0.76; N 0.19; C -0.65; C -1.07; C 0.64; S -0.65



Formula: C40H40As2NNaP2Te
Source: the OMol25 dataset
Level of theory: ωB97M-V/def2-TZVPD

Structure (XYZ):
```
87
C40H40As2NNaP2Te (ωB97M-V/def2-TZVPD)
Na 0.429 1.334 -1.116
Te 2.043 1.604 2.718
C 1.912 0.699 4.624
C 1.519 1.415 5.742
C 1.370 0.742 6.950
N 1.588 -0.563 7.103
C 1.983 -1.237 6.016
C 2.158 -0.662 4.768
C 1.007 -0.039 1.719
P -0.505 0.950 1.355
C -1.960 -0.076 0.753
C -1.939 -1.367 0.232
C -3.122 -2.018 -0.126
C -4.345 -1.389 0.030
C -4.382 -0.083 0.517
C -3.205 0.564 0.856
C -1.200 1.175 3.054
C -1.388 0.057 3.865
C -1.891 0.195 5.151
C -2.219 1.456 5.638
C -2.038 2.574 4.836
C -1.524 2.432 3.550
P 1.969 -0.440 0.204
C 1.346 -2.146 -0.161
C 0.888 -2.980 0.860
C 0.366 -4.233 0.572
C 0.282 -4.671 -0.747
C 0.742 -3.857 -1.771
C 1.271 -2.603 -1.473
C 3.694 -0.831 0.745
C 4.622 0.214 0.774
C 5.938 0.005 1.158
C 6.368 -1.270 1.502
C 5.472 -2.327 1.444
C 4.150 -2.110 1.066
H 1.297 2.473 5.681
H 1.042 1.279 7.835
H 2.166 -2.299 6.156
H 2.458 -1.262 3.919
H -1.001 -1.894 0.130
H -3.076 -3.032 -0.509
H -5.264 -1.904 -0.226
H -5.333 0.423 0.640
H -3.247 1.571 1.257
H -1.118 -0.922 3.485
H -2.018 -0.679 5.778
H -2.606 1.566 6.644
H -2.286 3.559 5.214
H -1.359 3.306 2.931
H 0.912 -2.611 1.880
H 0.009 -4.866 1.376
H -0.140 -5.642 -0.973
H 0.686 -4.194 -2.800
H 1.641 -1.971 -2.269
H 4.313 1.209 0.484
H 6.628 0.840 1.190
H 7.394 -1.439 1.803
H 5.798 -3.331 1.689
H 3.481 -2.956 1.027
C 2.298 0.311 -4.761
As 0.578 0.345 -3.837
C -0.211 -1.219 -4.725
C -0.351 1.755 -4.836
C 0.049 2.113 -6.124
C -0.642 3.077 -6.843
C -1.751 3.693 -6.278
C -2.158 3.345 -4.999
C -1.469 2.382 -4.261
As -2.061 1.843 -2.463
C -3.339 3.260 -2.058
C -3.347 0.486 -3.034
H 2.196 -0.026 -5.791
H 2.946 -0.381 -4.226
H 2.757 1.297 -4.740
H -0.526 -0.944 -5.729
H -1.062 -1.597 -4.162
H 0.542 -2.004 -4.781
H 0.913 1.640 -6.574
H -0.316 3.345 -7.840
H -2.299 4.444 -6.834
H -3.022 3.837 -4.572
H -4.183 3.250 -2.745
H -2.851 4.232 -2.085
H -3.704 3.081 -1.049
H -3.843 0.820 -3.943
H -4.074 0.340 -2.239
H -2.846 -0.463 -3.215
```

E_tot = -195581.7326 eV
charge = 0

Here are the Mulliken charges for atoms 1 to 8, given in e: Na 0.46; Te 0.10; C 0.31; C -0.32; C -0.36; N -0.66; C -0.46; C -0.08



Formula: C4H3O4Sm
Source: the OMol25 dataset
Level of theory: ωB97M-V/def2-TZVPD

Structure (XYZ):
```
12
C4H3O4Sm (ωB97M-V/def2-TZVPD)
C 1.077 1.201 0.273
C -0.038 0.812 -0.365
H 1.447 2.205 0.068
O -0.408 -0.517 -0.327
C -1.221 -0.828 -1.403
O -2.290 -1.317 -0.970
Sm -4.503 -2.311 -2.123
O 1.213 -0.564 1.929
C 1.809 0.471 1.330
O 2.946 0.760 1.648
H 0.549 -0.975 1.348
H -0.581 1.062 -1.409
```

multiplicity = 7
E_tot = -30278.5723 eV
charge = +1

Here are the Mulliken charges for atoms 1 to 8, given in e: C -0.33; C 0.12; H 0.34; O -0.29; C -0.29; O -0.48; Sm 1.75; O -0.51



Formula: C3H4O3Zn
Source: the OMol25 dataset
Level of theory: ωB97M-V/def2-TZVPD

Structure (XYZ):
```
11
C3H4O3Zn (ωB97M-V/def2-TZVPD)
O 0.444 1.170 -1.963
C 0.343 0.049 -1.856
C 0.473 -1.312 -1.434
H 1.597 -1.269 -1.773
H 0.092 -1.984 -2.219
H -0.234 -1.562 -0.631
Zn -0.085 2.145 0.922
O 0.233 0.236 1.089
C -0.274 0.065 2.243
O -0.937 1.263 2.490
H -1.654 1.198 3.132
```

E_tot = -57712.8857 eV
charge = +2

Here are the Mulliken charges for atoms 1 to 8, given in e: O -0.13; C 0.67; C -0.64; H 0.35; H 0.42; H 0.33; Zn 0.78; O -0.26



Q: Look up the charge of the sixth one.
A: 0



Q: Which value of E_tot does entry 3 give?
A: -57185.6987 eV



Please write out number 1 again, unchanged.
Formula: C23H23N5O2
Source: the OMol25 dataset
Level of theory: ωB97M-V/def2-TZVPD

Structure (XYZ):
```
53
C23H23N5O2 (ωB97M-V/def2-TZVPD)
C -2.964 3.410 2.103
C -2.218 3.157 0.800
H -2.779 3.590 -0.031
H -2.138 2.083 0.621
C -0.815 3.780 0.813
C 0.057 3.167 1.862
N 0.259 3.807 2.957
C 1.032 3.236 3.928
C 1.239 3.920 5.132
C 2.015 3.356 6.118
C 2.603 2.104 5.934
C 2.411 1.418 4.757
C 1.626 1.975 3.745
C 1.421 1.254 2.498
O 1.937 0.195 2.200
N 0.565 1.920 1.602
N 0.361 1.406 0.341
C 0.059 0.169 0.215
C -0.076 -0.421 -1.076
C 0.254 0.104 -2.307
N 0.047 -0.842 -3.244
N -0.509 -1.964 -2.668
C -0.763 -3.120 -3.410
C -0.149 -3.326 -4.643
C -0.430 -4.466 -5.374
C -1.313 -5.425 -4.898
C -1.907 -5.214 -3.658
C -1.647 -4.078 -2.919
H -2.106 -3.930 -1.957
H -2.591 -5.952 -3.266
C -1.613 -6.666 -5.682
H -1.172 -6.618 -6.674
H -2.688 -6.804 -5.781
H -1.212 -7.539 -5.168
H 0.055 -4.611 -6.328
H 0.569 -2.619 -5.032
C -0.585 -1.769 -1.281
O -1.009 -2.583 -0.489
H -0.004 -0.706 -4.242
C 0.786 1.442 -2.647
H 1.365 1.811 -1.805
H -0.034 2.140 -2.816
H 1.402 1.402 -3.543
H -0.134 -0.500 1.052
H 2.852 0.447 4.587
H 3.210 1.676 6.718
H 2.172 3.886 7.046
H 0.775 4.885 5.259
H -0.892 4.845 1.030
H -0.347 3.629 -0.161
H -2.424 2.984 2.945
H -3.955 2.963 2.066
H -3.071 4.478 2.278
```

SMILES string = CCCc1nc2ccccc2c(=O)n1/N=C/c1c(C)[nH]n(-c2ccc(C)cc2)c1=O
E_tot = -35769.8181 eV
charge = 0

Here are the Mulliken charges for atoms 1 to 8, given in e: C -1.28; C -0.16; H 0.39; H 0.16; C -0.88; C 0.47; N -0.61; C 0.19